Entry 1:
{"formula": "C22H22Cl3N6O3Tm", "method": "ωB97M-V/def2-TZVPD", "elements": ["Tm", "N", "C", "C", "N", "C", "C", "N", "H", "H", "H", "H", "H", "H", "H", "H", "H", "H", "H", "H", "H", "Cl", "C", "C", "C", "Cl", "C", "O", "C", "Cl", "C", "H", "H", "O", "N", "O", "C", "C", "C", "C", "C", "C", "N", "C", "C", "N", "C", "C", "C", "C", "H", "H", "H", "H", "H", "H", "H"], "coordinates": [[0.5367, -0.2704, 0.5336], [-0.1044, 1.4481, 2.2873], [-0.1071, 0.8042, 3.6305], [-0.9353, -0.4567, 3.5843], [-0.3973, -1.4210, 2.5902], [0.6695, -2.2922, 3.1366], [1.1037, -3.2697, 2.0648], [1.5971, -2.5577, 0.8512], [0.5288, 2.2440, 2.3152], [-1.0276, 1.8441, 2.1202], [-0.5058, 1.4710, 4.3943], [0.9248, 0.5875, 3.9091], [-1.9538, -0.2074, 3.2780], [-0.9981, -0.9045, 4.5782], [-1.1666, -2.0391, 2.3461], [0.3220, -2.8426, 4.0130], [1.5102, -1.6743, 3.4552], [0.2496, -3.8816, 1.7690], [1.8521, -3.9510, 2.4668], [1.6010, -3.1998, 0.0625], [2.5782, -2.3244, 0.9937], [7.6240, 1.5339, -0.3243], [5.9516, 1.1458, -0.4728], [5.2149, 0.8746, 0.6661], [3.8856, 0.5642, 0.4770], [2.8294, 0.2679, 1.9022], [3.2440, 0.4912, -0.7475], [1.9447, 0.1528, -0.8091], [4.0172, 0.8028, -1.8590], [3.2779, 0.7866, -3.4163], [5.3593, 1.1196, -1.7281], [5.6636, 0.9162, 1.6488], [5.9444, 1.3502, -2.6076], [-5.5953, 1.9521, -4.0227], [-4.4123, 2.1593, -3.9415], [-3.7901, 2.9968, -4.5614], [-3.6403, 1.3163, -2.9938], [-4.1091, 0.0848, -2.7810], [-3.3821, -0.8230, -1.9354], [-3.7829, -2.1591, -1.7605], [-3.0269, -2.9953, -0.9824], [-1.8837, -2.4743, -0.3777], [-1.4911, -1.2159, -0.5042], [-2.2317, -0.3886, -1.2912], [-1.7817, 0.9739, -1.4806], [-0.6893, 1.3600, -0.7811], [-0.1818, 2.5582, -0.9993], [-0.7449, 3.4643, -1.8942], [-1.8839, 3.1089, -2.5639], [-2.4389, 1.8240, -2.3686], [-5.0224, -0.2339, -3.2658], [-4.6788, -2.5181, -2.2534], [-3.2895, -4.0335, -0.8367], [-1.2584, -3.1172, 0.2320], [0.7156, 2.8195, -0.4493], [-0.2874, 4.4319, -2.0437], [-2.3474, 3.7963, -3.2534]], "e_above_lowest_kcal_mol": 0.00, "spin_multiplicity": 3, "total_energy_ev": -105340.5928, "homo_ev": [-13.560, -13.566], "s_squared": 2.00, "charge": 2}

Entry 2:
{"formula": "C22H22ClN5O14S2Ti", "method": "ωB97M-V/def2-TZVPD", "elements": ["Ti", "O", "C", "C", "C", "C", "C", "C", "C", "O", "N", "O", "O", "H", "H", "H", "H", "O", "S", "O", "O", "C", "C", "C", "C", "C", "C", "S", "O", "O", "O", "H", "H", "H", "H", "N", "C", "C", "N", "C", "C", "N", "H", "H", "H", "H", "H", "C", "C", "C", "C", "C", "N", "H", "H", "H", "H", "H", "H", "H", "H", "H", "O", "Cl", "O", "O", "O"], "coordinates": [[-0.3908, -0.0650, 0.7126], [-1.9826, -0.8511, 0.0820], [-2.2228, -1.9257, -0.5901], [-1.2602, -2.9111, -0.8705], [-1.5656, -4.1099, -1.5404], [-0.5862, -5.0772, -1.7445], [0.7175, -4.8781, -1.2591], [1.0398, -3.7000, -0.6135], [0.0929, -2.6883, -0.4211], [0.4202, -1.5752, 0.1777], [-0.8978, -6.2735, -2.4383], [-0.0322, -7.1335, -2.5780], [-2.0277, -6.4303, -2.8877], [-3.2502, -2.0683, -0.9355], [-2.5688, -4.2904, -1.9008], [1.4440, -5.6628, -1.4063], [2.0338, -3.5201, -0.2237], [1.2682, 2.6686, -0.0002], [0.5219, 2.8286, 1.2257], [1.2743, 3.4739, 2.2770], [-0.2293, 1.6403, 1.6961], [-0.7564, 4.0135, 0.7554], [-0.5569, 5.3606, 1.0163], [-1.4725, 6.3018, 0.5717], [-2.5894, 5.8987, -0.1524], [-2.7823, 4.5532, -0.4251], [-1.8679, 3.6114, 0.0213], [-2.2184, 1.8669, -0.2513], [-3.2208, 1.8427, -1.2957], [-2.7017, 1.4161, 1.0428], [-0.9265, 1.2781, -0.6849], [0.3232, 5.6397, 1.5810], [-1.3085, 7.3518, 0.7834], [-3.3109, 6.6297, -0.4969], [-3.6296, 4.1965, -0.9957], [-2.1252, -4.1471, 3.7074], [-1.9110, -2.7774, 3.6435], [-1.1768, -2.2254, 2.6011], [-1.0062, -0.9071, 2.4724], [-1.5829, -0.1531, 3.4287], [-2.2918, -0.7224, 4.4580], [-2.4755, -2.0390, 4.5978], [-1.4615, -4.7103, 3.2012], [-2.3598, -4.4776, 4.6280], [-0.6833, -2.8603, 1.8800], [-1.4419, 0.9119, 3.3562], [-2.7431, -0.1023, 5.2228], [2.4889, 2.5659, -3.1650], [2.8996, 1.1247, -2.8339], [3.4990, 0.4520, -4.0770], [3.8863, 1.0980, -1.6568], [1.7117, 0.3600, -2.4300], [0.8111, -0.3189, -2.2094], [3.3715, 3.1431, -3.4508], [2.0267, 3.0139, -2.2911], [1.7730, 2.5834, -3.9890], [4.3723, 1.0143, -4.4142], [2.7698, 0.4229, -4.8880], [3.8044, -0.5722, -3.8590], [4.7614, 1.7099, -1.8869], [4.2078, 0.0765, -1.4492], [3.3918, 1.4847, -0.7670], [1.8127, -1.6632, 2.4628], [2.1256, -0.2640, 2.3960], [3.5446, -0.1085, 2.5687], [1.4311, 0.4166, 3.4365], [1.7900, 0.2593, 1.0747]], "e_above_lowest_kcal_mol": 55.08, "spin_multiplicity": 3, "total_energy_ev": -116589.7835, "homo_ev": [-0.188, -3.497], "s_squared": 2.04, "charge": -2}

Entry 3:
{"formula": "C22H22ClN6O", "method": "ωB97M-V/def2-TZVPD", "elements": ["C", "C", "C", "C", "C", "C", "C", "H", "H", "C", "C", "C", "H", "C", "C", "C", "H", "H", "N", "N", "H", "N", "N", "H", "H", "C", "N", "H", "H", "C", "C", "C", "N", "C", "C", "C", "H", "H", "Cl", "O", "H", "H", "C", "H", "H", "H", "C", "H", "H", "H", "H", "H"], "coordinates": [[2.1925, 1.1784, -0.1681], [2.2295, 1.2785, -1.5431], [1.2457, 0.6714, -2.3151], [1.0895, 1.0284, -3.7398], [0.3233, -0.1611, -1.6964], [0.2901, -0.2633, -0.3192], [1.1851, 0.4567, 0.4575], [2.9124, 1.7175, 0.4319], [2.9731, 1.8994, -2.0229], [1.6806, 0.3035, -4.7603], [0.3036, 2.1531, -4.0458], [1.5089, 0.6750, -6.0843], [2.2832, -0.5616, -4.5126], [0.1407, 2.5156, -5.3823], [-0.3258, 2.9365, -3.0065], [0.7370, 1.7846, -6.3906], [1.9764, 0.1002, -6.8733], [-0.4636, 3.3831, -5.6026], [-0.2759, 2.6644, -1.6928], [-1.0386, 4.0615, -3.2181], [0.6012, 2.0781, -7.4238], [-0.9595, 3.6317, -1.1189], [-1.4110, 4.4617, -2.0269], [-0.4229, -0.6657, -2.2939], [-0.4856, -0.8554, 0.1470], [1.0441, 0.5377, 1.9615], [-0.3080, 0.2893, 2.3916], [1.7006, -0.1856, 2.4596], [1.3205, 1.5472, 2.2742], [-0.8149, -0.9139, 2.7751], [-1.3505, 1.1827, 2.3666], [0.0048, -2.1517, 2.9109], [-2.1003, -0.8414, 3.0277], [-2.4341, 0.4467, 2.7757], [-1.3017, 2.6584, 2.0707], [-0.8746, -3.3571, 3.2321], [0.7421, -2.0136, 3.7110], [0.5552, -2.3305, 1.9819], [-4.0290, 1.0089, 2.9898], [-0.1562, 3.1109, 1.4215], [-1.3647, 3.1850, 3.0403], [-2.2091, 2.9093, 1.5065], [-0.0547, -4.6313, 3.4109], [-1.4411, -3.1451, 4.1390], [-1.5963, -3.4896, 2.4257], [-0.3637, 3.2453, 0.4576], [-0.9405, -5.8296, 3.7288], [0.6662, -4.4894, 4.2205], [0.5107, -4.8308, 2.4971], [-0.3427, -6.7302, 3.8563], [-1.6514, -5.9990, 2.9233], [-1.5004, -5.6545, 4.6448]], "total_energy_ev": -46683.6291, "homo_ev": -5.151, "charge": -1}

Entry 4:
{"formula": "C22H22ClNOPY", "method": "ωB97M-V/def2-TZVPD", "elements": ["Y", "Cl", "C", "O", "P", "C", "C", "C", "C", "C", "C", "C", "C", "H", "H", "H", "H", "H", "C", "C", "C", "C", "C", "H", "H", "H", "H", "H", "C", "C", "C", "C", "C", "H", "H", "H", "H", "H", "H", "H", "C", "C", "C", "N", "H", "H", "H", "H", "H"], "coordinates": [[-0.2785, -0.7811, 1.9332], [-1.3436, -2.9710, 1.8629], [1.9686, -0.9637, 1.8113], [3.1100, -1.1807, 1.7466], [-0.0578, 0.0827, -0.7921], [0.5451, 1.6504, -1.5028], [0.9627, -1.2218, -1.5777], [-1.7133, -0.2051, -1.5328], [0.4154, -2.4875, -1.8535], [1.2151, -3.4817, -2.4136], [2.5760, -3.2502, -2.6322], [3.1439, -2.0241, -2.2610], [2.3441, -1.0165, -1.7185], [-0.6382, -2.6837, -1.6442], [0.7639, -4.4328, -2.6988], [3.1951, -4.0227, -3.0927], [4.2084, -1.8436, -2.4146], [2.7830, -0.0657, -1.4041], [1.3765, 2.4737, -0.7141], [1.8258, 3.6938, -1.2232], [1.4739, 4.0937, -2.5192], [0.6506, 3.2773, -3.3003], [0.1705, 2.0690, -2.7875], [1.6545, 2.1553, 0.2968], [2.4620, 4.3327, -0.6090], [1.8419, 5.0418, -2.9155], [0.3750, 3.5781, -4.3101], [-0.5015, 1.4602, -3.3885], [-1.8602, -0.5111, -2.8948], [-3.1342, -0.7110, -3.4386], [-4.2617, -0.6617, -2.6132], [-4.1129, -0.4057, -1.2459], [-2.8536, -0.1564, -0.7020], [-0.9836, -0.5942, -3.5435], [-3.2398, -0.9023, -4.5068], [-5.2566, -0.8175, -3.0328], [-4.9904, -0.3858, -0.5982], [-2.7607, 0.0758, 0.3686], [-0.2906, 1.9791, 2.0107], [-1.0522, 1.8950, 1.9624], [-0.5159, -0.3449, 7.4472], [0.5629, 0.3455, 6.5837], [0.3465, 0.1274, 5.1783], [0.1031, -0.0599, 4.0493], [-1.5096, 0.0805, 7.2470], [-0.3068, -0.2013, 8.5121], [-0.5385, -1.4271, 7.2573], [0.5597, 1.4338, 6.7710], [1.5658, -0.0347, 6.8436]], "total_energy_ev": -49549.0105, "homo_ev": -14.453, "charge": 2}